Record 1
Density functional theory data (wB97M-V/def2-TZVPD) for C3H6BrO3S as an isolated structure in a non-equilibrium geometry.

Computed properties:
charge	-1
gap between HOMO and LUMO	7.87	eV
relative energy (zero: lowest compared OMol25 entry of this formula, charge and spin)	1.399	eV
LUMO	3.393	eV

Each line ends with the Mulliken charge.
CARTESIAN COORDINATES (ANGSTROEM)
C (1.848, -0.485, 0.330)  -1.38
C (0.654, -0.888, -0.574)  0.04
C (-0.676, -0.510, 0.088)  -0.75
O (-1.622, 1.976, -1.541)  -0.58
O (-0.798, 2.502, 0.682)  -0.58
O (-2.943, 1.520, 0.453)  -0.59
S (-1.629, 1.694, -0.145)  1.04
Br (-2.312, -1.577, -0.023)  -0.23
H (1.726, -1.047, 1.220)  0.37
H (1.999, 0.492, 0.667)  0.38
H (2.787, -0.655, -0.100)  0.39
H (0.782, -0.495, -1.569)  0.29
H (0.688, -2.025, -0.654)  0.22
H (-0.504, -0.504, 1.166)  0.39



Record 2
Density functional theory data (wB97M-V/def2-TZVPD) for C3H6CaO5 as an isolated structure in a non-equilibrium geometry.

Computed properties:
charge	-1
gap between HOMO and LUMO (spin up / spin down)	5.00 / 5.04	eV
spin multiplicity	2
LUMO (spin up / spin down)	2.095 / 2.136	eV

Each line ends with the Löwdin spin population.
CARTESIAN COORDINATES (ANGSTROEM)
C (0.971, 0.003, 1.136)  0.00
C (-0.269, 0.435, 0.355)  0.00
O (0.007, 1.674, -0.318)  0.01
C (-0.921, 2.201, -1.093)  0.02
O (-2.048, 1.651, -1.248)  0.07
O (-0.620, 3.246, -1.739)  0.06
O (0.747, -1.175, 1.803)  0.00
Ca (-2.667, 3.342, -2.658)  0.84
H (1.236, 0.838, 1.823)  0.00
H (1.813, -0.059, 0.405)  0.00
H (-1.119, 0.576, 1.038)  0.00
H (-0.537, -0.329, -0.388)  0.00
H (1.244, -3.426, 0.772)  0.00
O (1.467, -4.380, 0.320)  0.00
H (0.695, -4.597, -0.207)  0.00



Record 3
Density functional theory data (wB97M-V/def2-TZVPD) for one molecule with the formula C3H6Cl2NO2P in a non-equilibrium geometry.

Computed properties:
gap between HOMO and LUMO	10.71	eV
relative energy (zero: lowest compared OMol25 entry of this formula, charge and spin)	0.000	eV
LUMO	0.314	eV

Each line ends with the Mulliken charge.
CARTESIAN COORDINATES (ANGSTROEM)
C (-1.534, 1.026, 0.706)  -0.10
C (-0.057, 1.216, -1.357)  -1.24
C (-0.581, 0.347, -0.237)  0.35
N (0.626, -0.263, 0.611)  -0.25
O (-2.204, 1.976, 0.425)  -0.46
O (0.175, -2.609, -0.426)  -0.56
P (0.997, -1.854, 0.510)  0.80
Cl (2.957, -1.935, 0.115)  -0.21
Cl (0.875, -2.567, 2.380)  -0.21
H (-1.585, 0.541, 1.700)  0.35
H (0.443, 2.098, -0.964)  0.34
H (0.638, 0.652, -1.975)  0.36
H (-0.894, 1.540, -1.972)  0.33
H (-1.065, -0.557, -0.621)  0.28
H (1.207, 0.390, 1.107)  0.21



Record 4
Density functional theory data (wB97M-V/def2-TZVPD) for a 2-piece molecular cluster, C3H6Cl2Si overall in a non-equilibrium geometry.

Computed properties:
gap between HOMO and LUMO	8.48	eV
relative energy (zero: lowest compared OMol25 entry of this formula, charge and spin)	7.323	eV
LUMO	-0.003	eV

Each line ends with the Mulliken charge.
CARTESIAN COORDINATES (ANGSTROEM)
C (-0.139, 1.430, 0.838)  -0.41
C (-0.403, 0.336, 0.259)  0.02
C (1.800, -0.343, -0.375)  -0.25
Si (-1.714, -0.857, -0.329)  0.37
Cl (2.337, -1.476, 0.838)  -0.14
Cl (2.552, 1.202, -0.435)  -0.14
H (-1.060, 1.935, 1.009)  0.28
H (0.809, 2.032, 0.894)  0.22
H (1.805, -0.892, -1.309)  0.34
H (-1.268, -1.021, -1.701)  -0.09
H (-3.106, -0.501, -0.466)  -0.13
H (-1.613, -1.845, 0.776)  -0.07



Record 5
Density functional theory data (wB97M-V/def2-TZVPD) for one molecule with the formula C3H6Cl2Si in a non-equilibrium geometry.

Computed properties:
gap between HOMO and LUMO	10.81	eV
relative energy (zero: lowest compared OMol25 entry of this formula, charge and spin)	5.683	eV
LUMO	0.851	eV

Each line ends with the Mulliken charge.
CARTESIAN COORDINATES (ANGSTROEM)
C (1.172, 0.450, 0.345)  -0.47
C (0.275, -0.370, -0.127)  -0.27
C (2.902, 0.178, -0.364)  -0.04
Si (-1.524, -0.178, 0.482)  0.45
Cl (3.565, -1.303, 0.473)  -0.14
Cl (3.812, 1.638, -0.190)  -0.14
H (0.959, 1.174, 0.985)  0.40
H (0.518, -1.161, -0.845)  0.33
H (2.649, -0.081, -1.488)  0.30
H (-1.414, 0.889, 1.382)  -0.17
H (-1.969, -1.485, 1.249)  -0.10
H (-2.538, -0.001, -0.438)  -0.14



Record 6
Density functional theory data (wB97M-V/def2-TZVPD) for C3H6ClCoO as an isolated structure in a non-equilibrium geometry.

Computed properties:
charge	+1
gap between HOMO and LUMO (spin up / spin down)	5.69 / 4.43	eV
relative energy (zero: lowest compared OMol25 entry of this formula, charge and spin)	1.433	eV
spin multiplicity	4
LUMO (spin up / spin down)	-7.017 / -8.196	eV

Each line ends with the Löwdin spin population.
CARTESIAN COORDINATES (ANGSTROEM)
Co (-2.025, 3.072, -0.702)  2.35
Cl (-0.249, 2.899, -0.690)  0.55
C (0.305, 0.269, -0.818)  0.05
C (0.726, -0.888, 0.093)  0.00
O (1.853, -1.421, 0.010)  0.02
C (-0.167, -1.299, 1.212)  0.00
H (1.175, 0.392, -1.463)  0.00
H (-0.006, 1.198, -0.340)  0.02
H (-0.454, 0.004, -1.554)  0.00
H (-1.169, -1.288, 0.784)  0.00
H (-0.065, -0.598, 2.041)  0.00
H (0.075, -2.340, 1.425)  0.00



Record 7
Density functional theory data (wB97M-V/def2-TZVPD) for one molecule with the formula C3H6ClFN2O in a non-equilibrium geometry.

Computed properties:
gap between HOMO and LUMO	10.89	eV
relative energy (zero: lowest compared OMol25 entry of this formula, charge and spin)	0.144	eV
LUMO	0.698	eV

Each line ends with the Mulliken charge.
CARTESIAN COORDINATES (ANGSTROEM)
C (0.126, -0.355, 0.864)  -0.91
C (-0.956, -0.690, -0.075)  0.20
C (2.127, -0.242, -0.425)  0.05
H (0.431, 2.241, 0.089)  0.28
H (1.270, 1.966, 1.530)  0.27
H (0.538, -1.334, 1.122)  0.27
H (-0.408, 0.094, 1.759)  0.43
H (-0.708, -1.221, -0.975)  0.30
H (2.951, 0.388, -0.768)  0.39
N (1.266, 1.793, 0.515)  -0.76
N (1.213, 0.412, 0.290)  0.50
O (2.150, -1.445, -0.636)  -0.57
F (-1.949, -1.361, 0.611)  -0.24
Cl (-1.699, 0.821, -0.647)  -0.20



Record 8
Density functional theory data (wB97M-V/def2-TZVPD) for C3H6ClFO as an isolated structure in a non-equilibrium geometry.

Computed properties:
gap between HOMO and LUMO	10.69	eV
relative energy (zero: lowest compared OMol25 entry of this formula, charge and spin)	3.473	eV
LUMO	0.554	eV

Each line ends with the Mulliken charge.
CARTESIAN COORDINATES (ANGSTROEM)
C (-1.636, -0.383, 0.210)  -0.08
C (-0.525, 0.747, -0.178)  -1.14
C (0.965, 0.557, 0.456)  0.25
H (-2.858, 1.164, -0.428)  0.33
H (-1.561, -0.714, 1.292)  0.24
H (-1.123, -1.268, -0.590)  0.21
H (-1.122, 1.739, 0.015)  0.25
H (-0.522, 0.813, -1.142)  0.56
H (0.922, 0.594, 1.545)  0.32
O (-3.006, 0.006, -0.065)  -0.50
F (1.843, 1.418, -0.141)  -0.22
Cl (1.229, -1.216, -0.107)  -0.21



Record 9
Density functional theory data (wB97M-V/def2-TZVPD) for one molecule with the formula C3H6ClIO in a non-equilibrium geometry.

Computed properties:
gap between HOMO and LUMO	9.82	eV
relative energy (zero: lowest compared OMol25 entry of this formula, charge and spin)	0.878	eV
LUMO	0.470	eV

Each line ends with the Mulliken charge.
CARTESIAN COORDINATES (ANGSTROEM)
C (0.989, -0.348, -0.123)  -1.21
C (-1.434, 0.303, -0.548)  -1.23
C (-0.503, -0.664, 0.106)  0.77
O (-0.760, -0.398, 1.741)  -0.53
Cl (-1.037, -2.288, -0.160)  -0.13
I (-3.432, 0.317, 0.161)  0.12
H (1.507, -1.213, 0.057)  0.38
H (0.863, 0.014, -1.129)  0.37
H (1.193, 0.376, 0.641)  0.32
H (-1.367, 0.115, -1.715)  0.41
H (-1.044, 1.334, -0.491)  0.43
H (-0.344, -1.193, 2.218)  0.29



Record 10
Density functional theory data (wB97M-V/def2-TZVPD) for a 2-piece molecular cluster, C3H6ClN overall in a non-equilibrium geometry.

Computed properties:
gap between HOMO and LUMO	7.87	eV
relative energy (zero: lowest compared OMol25 entry of this formula, charge and spin)	3.473	eV
LUMO	-0.985	eV

Each line ends with the Mulliken charge.
CARTESIAN COORDINATES (ANGSTROEM)
C (-1.834, 1.644, -0.124)  -0.55
C (-1.838, 0.358, 0.198)  0.00
C (-1.258, -0.190, 1.409)  -0.15
N (2.198, -1.439, 0.065)  -0.69
Cl (-1.619, 0.632, 2.794)  -0.09
H (-1.818, 2.092, -1.117)  0.25
H (-1.782, 2.395, 0.728)  0.16
H (-2.115, -0.476, -0.419)  0.34
H (1.194, -1.124, 0.012)  0.26
H (2.771, -0.568, -0.054)  0.22
H (2.363, -1.840, 0.923)  0.22



Sequential energy output: -3315.84455 -1171.75384 -1584.97841 -1327.61196 -1327.67225 -2035.62995 -862.69574 -753.07981 -950.98371 -632.69909 a.u.